The following is a quantum chemistry calculation of a molecular structure, C16H32N3OPSiTc at a distorted geometry, from OMol25.

Computed properties:
multiplicity	4
total charge	0
lowest unoccupied orbital energy (alpha / beta)	0.2532 / -0.8177	eV
HOMO-LUMO gap (alpha / beta)	6.3 / 6.5	eV
expectation value of S²	3.80
DFT total energy	-1579.86067	Ha

Geometry as XYZ:
```
55
C16H32N3OPSiTc (ωB97M-V with the def2-TZVPD basis set)
Tc 0.31 0.03 0.03
Si 1.92 0.16 -1.74
P -0.64 -1.86 -0.88
N 1.16 -0.81 1.39
H -3.36 0.48 -2.11
C -2.20 -2.65 -0.34
H -2.37 -3.58 -0.91
H -3.06 -1.98 -0.50
H -2.14 -2.90 0.73
C -0.90 -1.98 -2.70
H -1.25 -3.00 -2.91
H 0.04 -1.80 -3.23
H -1.65 -1.26 -3.03
C 0.49 -3.28 -0.66
H 0.05 -4.15 -1.17
H 0.60 -3.49 0.41
H 1.47 -3.04 -1.09
C 1.46 0.96 -3.43
H 1.11 2.00 -3.24
H 0.66 0.39 -3.95
H 2.39 0.99 -4.06
H 2.96 1.06 -1.19
H 2.57 -1.14 -2.17
C 2.05 -1.37 2.20
C 2.78 -2.28 4.37
C 1.80 -1.68 3.59
C 3.36 -1.70 1.68
C 4.32 -2.30 2.48
C 4.03 -2.59 3.82
H 2.57 -2.50 5.42
H 0.80 -1.43 3.97
H 3.54 -1.44 0.63
H 5.30 -2.53 2.04
H 4.78 -3.05 4.44
C -2.53 1.18 -1.91
O -1.29 0.73 -1.57
C -3.05 2.23 -0.90
H -4.04 2.50 -1.28
H -2.45 3.17 -0.90
H -3.22 1.89 0.14
C -2.56 1.90 -3.28
H -3.57 1.74 -3.69
H -1.87 1.54 -4.05
H -2.43 3.01 -3.13
C -1.20 4.80 1.76
N -0.86 3.51 2.39
C -0.97 3.42 3.86
C -0.43 2.53 1.68
N 0.16 1.88 0.87
H -1.42 5.49 2.56
H -2.09 4.69 1.10
H -0.35 5.16 1.16
H -1.73 2.68 4.16
H 0.00 3.13 4.30
H -1.25 4.41 4.22
```